[1]
A cluster of 5 separate species, C31H29N4O9PS in total at a distorted geometry. Source: OMol25; level of theory: wB97M-V/def2-TZVPD.

- E_HOMO (eV) = -8.6
- E (eV) = -77117.3489
- relative energy (zero: lowest compared OMol25 entry of this formula, charge and spin) (eV) = 2.9647

Last column: Löwdin charge in e.
Element x y z (Å)
C: -0.595396 2.371600 5.196746  -0.181
N: 0.228259 2.088073 3.960441  -0.126
C: -0.233770 0.850232 3.223953  -0.213
C: -0.838364 1.115720 1.723762  -0.421
C: -1.083119 -0.398777 1.057826  -0.132
N: -1.334027 -1.556235 0.520550  0.131
P: -2.581470 1.947867 1.721261  0.399
S: -2.652891 3.650163 2.660049  0.159
C: 0.165893 1.900325 0.694284  -0.362
O: -0.179878 3.328514 0.469789  -0.097
C: 0.011228 1.168738 -0.801876  -0.045
N: -0.351581 0.655455 -1.959579  0.144
C: 1.752947 1.862739 1.099937  -0.184
N: 2.163335 3.173447 1.783318  -0.020
H: -1.605633 1.785878 5.268399  0.083
H: -0.882358 3.527487 5.177244  0.075
H: 0.014852 2.188813 6.199962  0.093
H: 1.215628 1.852344 4.276090  0.112
H: 0.660132 0.073466 3.090382  0.131
H: -1.067659 0.245080 3.823711  0.136
H: -3.059907 1.984136 0.362772  -0.002
H: -3.463394 1.037680 2.452667  -0.010
H: -0.827087 3.295812 -0.319555  0.125
H: 2.099151 0.909285 1.683210  0.097
H: 2.359140 1.852945 0.072357  0.092
H: 2.553993 3.849848 1.077728  0.081
H: 2.875632 2.979636 2.549537  0.082
C: 4.731342 -2.509927 1.081176  0.022
C: 4.645777 -3.560393 0.259272  0.027
C: 3.391940 -3.875309 -0.453419  -0.378
O: 3.312138 -4.837737 -1.204337  0.109
C: 2.237485 -2.984000 -0.224054  0.039
C: 2.323052 -1.933534 0.597848  0.024
C: 3.576889 -1.618618 1.310540  -0.377
O: 3.656690 -0.656191 2.061458  0.064
H: 5.643191 -2.265306 1.612159  0.122
H: 5.483837 -4.223203 0.079953  0.125
H: 1.325637 -3.228621 -0.755038  0.125
H: 1.484991 -1.270723 0.777168  0.082
C: -4.706832 -0.240756 -5.759448  0.019
C: -3.663738 -0.061559 -6.575641  0.018
C: -2.307227 0.176457 -6.044197  -0.383
O: -1.352275 0.342562 -6.790514  0.097
C: -2.147876 0.207142 -4.576727  0.007
C: -3.190968 0.027946 -3.760533  0.012
C: -4.547481 -0.210071 -4.291978  -0.387
O: -5.502433 -0.376176 -3.545662  0.092
H: -5.708456 -0.415700 -6.132804  0.121
H: -3.764147 -0.081960 -7.654215  0.121
H: -1.146253 0.382086 -4.203371  0.078
H: -3.090561 0.048347 -2.681960  0.104
C: -6.838569 -2.691422 1.967121  0.025
C: -6.083665 -1.853678 2.684499  0.022
C: -4.609652 -1.913918 2.630950  -0.382
O: -3.917918 -1.148855 3.288745  0.049
C: -4.002544 -2.934113 1.753213  0.007
C: -4.757448 -3.771857 1.035834  0.028
C: -6.231461 -3.711617 1.089382  -0.381
O: -6.923195 -4.476680 0.431589  0.104
H: -7.920942 -2.661142 1.995440  0.124
H: -6.513871 -1.099405 3.332428  0.122
H: -2.920171 -2.964392 1.724892  0.084
H: -4.327242 -4.526130 0.387905  0.125
C: 5.295720 1.498178 -0.527289  0.028
C: 6.606731 1.655856 -0.733956  0.031
C: 7.159285 1.766685 -2.098366  -0.380
O: 8.359324 1.909019 -2.288524  0.107
C: 6.207330 1.698187 -3.224818  0.028
C: 4.896319 1.540507 -3.018150  0.032
C: 4.343765 1.429679 -1.653741  -0.356
O: 3.143727 1.287344 -1.463582  0.059
H: 4.874109 1.414503 0.466941  0.112
H: 7.317779 1.708685 0.081787  0.126
H: 6.628942 1.781861 -4.219048  0.125
H: 4.185271 1.487678 -3.833894  0.127

Force components x, y, z for each atom (eV/Å):
-0.41 1.53 1.23
0.16 -2.46 0.72
-0.08 -1.38 0.30
0.06 -2.11 -1.21
-1.87 -7.40 -3.27
2.36 10.48 4.96
-0.30 0.26 1.46
0.00 -0.19 -0.38
0.86 0.27 -1.33
-1.05 -2.95 -1.54
-3.36 -3.57 -8.09
3.60 4.99 11.01
1.31 0.78 -1.41
0.88 -1.20 0.04
2.01 0.95 -0.36
0.55 -2.53 0.11
-1.23 0.24 -2.13
-1.79 0.62 -0.58
-1.89 1.73 0.15
1.61 1.34 -1.31
0.52 -0.46 0.53
0.96 0.12 -1.11
1.37 0.38 1.80
-0.99 1.96 -0.98
-1.88 -0.40 2.47
-0.48 -1.21 1.17
-1.27 0.43 -1.60
0.21 -0.32 -0.19
0.30 0.29 0.31
-0.15 -0.79 -0.64
0.10 0.71 0.57
-0.24 0.39 0.20
-0.12 -0.22 -0.23
-0.06 0.33 0.23
0.04 -0.38 -0.24
-0.03 0.01 0.01
-0.05 0.00 -0.01
0.00 0.02 0.01
0.00 -0.07 -0.05
0.18 0.03 -0.47
-0.49 -0.08 0.04
0.67 0.11 -0.46
-0.62 -0.10 0.44
-0.09 -0.01 0.34
0.41 0.08 -0.11
-0.59 -0.11 0.60
0.55 0.11 -0.47
0.01 0.00 0.04
0.03 0.01 0.03
-0.08 -0.02 -0.01
0.03 -0.02 -0.02
0.03 0.39 0.33
-0.41 -0.13 -0.12
0.35 0.28 0.26
-0.29 -0.27 -0.29
0.02 -0.39 -0.21
0.38 0.19 0.16
-0.49 -0.65 -0.60
0.46 0.54 0.50
0.03 -0.02 -0.03
0.04 -0.01 -0.01
-0.08 0.04 0.00
-0.04 0.03 0.01
0.39 0.04 0.19
-0.38 -0.07 0.31
1.01 0.12 -0.20
-0.88 -0.11 0.16
-0.45 -0.05 -0.16
0.30 0.05 -0.29
-0.50 -0.07 -0.01
0.90 -0.11 -0.67
-0.02 -0.02 0.02
0.00 0.01 -0.05
0.02 0.00 0.04
-0.01 0.00 0.05

---

[2]
An isolated molecule of C3H6N2O2 at a distorted geometry. Source: OMol25; level of theory: wB97M-V/def2-TZVPD.

- E_HOMO (eV) = -9.5
- E (eV) = -10281.3561
- relative energy (zero: lowest compared OMol25 entry of this formula, charge and spin) (eV) = 3.4414

Last column: Löwdin charge in e.
Element x y z (Å)
C: 0.747694 -1.287235 -0.275647  -0.085
C: -1.749185 0.295577 0.221304  -0.285
C: 1.037554 1.141631 -0.314813  -0.216
H: -0.096237 -1.741961 -0.743130  0.068
H: 1.332613 -2.118788 0.350807  0.120
H: 1.562635 -1.161165 -1.043394  0.093
H: -0.621665 0.965275 1.745588  0.190
H: -2.731215 0.592889 0.573576  0.124
H: 2.115257 0.899303 -0.619921  0.155
N: 0.531414 -0.028038 0.339206  -0.217
N: -0.599598 0.161546 1.023412  0.018
O: -1.855506 0.123776 -0.996202  0.016
O: 0.326239 2.157194 -0.260787  0.019

Force components x, y, z for each atom (eV/Å):
3.93 -2.65 0.28
-1.09 0.20 -2.97
-2.17 0.22 1.52
-0.72 0.00 -0.25
-1.71 1.76 -0.44
-1.11 0.23 0.30
0.63 -1.92 -1.44
0.24 0.20 1.94
-1.36 1.08 -0.32
2.49 1.61 -1.19
-3.77 1.52 1.52
1.62 -0.52 1.61
3.01 -1.75 -0.55